1.
{"formula": "C8H15N3O4P", "method": "ωB97M-V/def2-TZVPD", "elements": ["H", "O", "N", "H", "H", "H", "P", "H", "C", "H", "H", "H", "H", "H", "O", "C", "N", "C", "O", "H", "C", "C", "H", "C", "C", "C", "O", "H", "H", "N", "H"], "xyz": [[-3.10, -0.92, 3.29], [-3.20, 1.13, 0.71], [-2.84, -1.23, 2.37], [-1.03, -3.12, 2.69], [1.93, -0.96, -0.92], [1.26, -2.86, 2.27], [-1.77, 1.66, 1.30], [1.39, -2.13, -2.16], [-2.19, 2.10, 3.02], [3.33, 0.65, -5.57], [3.86, 1.81, -4.33], [2.69, 2.30, -5.57], [-3.11, 1.60, 3.35], [0.20, -1.29, -1.16], [1.91, 1.12, -4.13], [3.03, 1.48, -4.95], [1.28, -1.01, 1.63], [2.15, 0.12, -3.29], [3.18, -0.48, -3.16], [-3.41, -0.77, 1.67], [-0.64, -2.19, 2.32], [-1.47, -1.09, 2.10], [0.99, 0.95, 1.04], [-0.87, 0.08, 1.64], [0.52, 0.05, 1.41], [1.16, -1.19, -1.66], [1.03, -0.12, -2.59], [-3.31, 1.46, -0.18], [-2.24, 3.17, 3.13], [0.66, -2.07, 2.09], [-1.38, 1.73, 3.65]], "nbo_charge": [0.4019, -0.9817, -0.8419, 0.2636, 0.1883, 0.4422, 1.1129, 0.2064, -0.9655, 0.1993, 0.1962, 0.2036, 0.2478, 0.1666, -0.4867, -0.2580, -0.1387, 0.9757, -0.6301, 0.4184, 0.0687, 0.1774, 0.2484, -0.3012, 0.0361, -0.2554, -0.5034, 0.5216, 0.2663, -0.2183, 0.2395], "orbital_gap_ev": 7.802, "lumo_energy_ev": -5.138, "total_energy_ha": -1120.170759, "charge": 1}


2.
{"formula": "C17H29Cl6CuO7", "method": "ωB97M-V/def2-TZVPD", "elements": ["H", "H", "C", "H", "H", "H", "Cl", "Cl", "H", "H", "H", "H", "O", "H", "C", "C", "H", "C", "H", "H", "C", "H", "C", "C", "H", "H", "H", "C", "H", "O", "Cl", "O", "H", "C", "C", "Cl", "O", "C", "Cu", "Cl", "C", "O", "H", "O", "H", "C", "C", "C", "H", "H", "H", "H", "H", "Cl", "O", "C", "H", "C", "H", "H"], "xyz": [[-0.93, -0.14, 2.00], [-2.03, -2.62, -1.00], [0.42, -0.91, 0.60], [0.60, 0.48, 4.39], [-2.56, -4.15, 4.19], [-1.61, -1.41, 1.23], [-4.26, -1.68, -1.38], [-3.51, -4.49, -1.09], [-3.09, -2.76, 0.42], [-0.56, 4.57, -0.87], [6.32, -3.35, 0.91], [0.65, -1.64, 1.37], [0.64, -1.46, -0.69], [-1.86, 2.55, -2.68], [4.37, -1.68, -0.27], [5.36, -3.09, 1.35], [1.07, -0.07, 0.86], [-5.05, 2.17, -3.11], [2.37, 4.26, -0.27], [-5.63, 1.33, -2.73], [1.31, 2.66, -1.07], [2.21, 2.08, -0.88], [1.33, 3.94, -0.25], [0.83, 4.52, -2.42], [5.24, -1.50, -0.91], [-5.46, 2.86, -3.84], [-3.64, 0.75, -3.94], [-2.74, 1.95, -2.44], [5.17, -3.47, 2.35], [-4.82, 2.72, -1.77], [-4.62, -3.72, 3.23], [4.54, -3.86, 0.54], [0.64, 5.92, -0.85], [-3.57, 2.55, -1.35], [-2.89, -4.09, 3.15], [2.83, 1.30, 4.66], [3.16, -3.42, -1.28], [-0.99, -0.55, 0.99], [1.27, -2.63, -2.43], [2.01, -1.28, 4.08], [5.03, -1.72, 1.11], [1.24, 3.17, -2.36], [1.23, 0.05, 5.90], [-3.21, 3.02, -0.25], [-3.41, 2.51, -4.45], [-3.68, 1.80, -3.66], [1.53, 0.14, 4.86], [-3.05, -2.79, -0.66], [4.30, -1.37, 1.84], [-1.39, 0.15, 0.25], [3.55, -0.97, -0.20], [1.08, 3.75, 0.79], [0.48, 2.00, -0.79], [-2.74, -5.74, 2.38], [0.77, 5.10, -3.46], [0.46, 4.87, -1.08], [5.93, -1.09, 1.13], [3.95, -3.08, -0.45], [-2.29, 1.02, -2.11], [-2.32, -3.44, 2.48]], "nbo_charge": [0.2384, 0.2013, -0.1515, 0.2156, 0.2362, 0.2101, -0.0133, -0.0239, 0.2096, 0.2610, 0.1921, 0.2721, -0.4078, 0.2498, -0.5465, -0.0766, 0.1967, -0.0809, 0.2082, 0.2032, -0.0605, 0.1742, -0.4079, 0.7893, 0.2619, 0.2136, 0.2259, -0.5300, 0.2181, -0.4715, -0.0083, -0.4587, 0.2569, 0.7803, -0.3730, 0.0001, -0.6831, -0.6156, 0.9904, -0.0039, -0.4292, -0.5249, 0.2409, -0.6007, 0.2259, -0.4375, -0.4432, -0.3752, 0.2137, 0.2394, 0.2469, 0.2206, 0.1508, -0.0469, -0.5168, -0.5500, 0.2386, 0.8378, 0.2219, 0.1960], "orbital_gap_ev": [7.201, 5.622], "lumo_energy_ev": [-5.078, -6.657], "multiplicity": 2, "total_energy_ha": -5593.059571, "charge": 1}


3.
{"formula": "C2H2FNO2", "method": "ωB97M-V/def2-TZVPD", "elements": ["C", "H", "O", "C", "N", "H", "F", "O"], "xyz": [[-2.55, -0.12, 0.26], [0.76, -1.19, -1.28], [-0.42, -1.64, 0.36], [0.34, -0.93, -0.29], [-1.92, 0.44, -0.60], [0.79, -0.05, 0.11], [-2.53, 1.52, -1.21], [-3.09, -0.74, 1.06]], "nbo_charge": [0.8426, 0.1148, -0.5399, 0.3054, -0.2394, 0.1134, -0.1933, -0.4035], "orbital_gap_ev": 9.991, "lumo_energy_ev": -0.430, "e_above_lowest_kj_mol": 419.9, "total_energy_ha": -382.370509, "charge": 0}


4.
{"formula": "C20H64O12", "method": "ωB97M-V/def2-TZVPD", "elements": ["C", "H", "C", "H", "O", "H", "C", "O", "H", "H", "C", "H", "H", "O", "H", "H", "H", "C", "H", "O", "H", "H", "H", "H", "O", "H", "H", "H", "H", "O", "H", "H", "H", "C", "O", "C", "H", "H", "C", "H", "C", "C", "H", "H", "C", "H", "H", "H", "H", "H", "C", "O", "H", "H", "H", "H", "H", "H", "H", "H", "C", "H", "H", "H", "H", "C", "H", "H", "H", "H", "H", "C", "C", "H", "H", "O", "H", "H", "C", "H", "H", "O", "H", "O", "O", "C", "H", "H", "H", "H", "H", "H", "C", "H", "H", "C"], "xyz": [[4.69, 19.20, -22.39], [8.41, 11.20, -19.48], [7.95, 17.32, -25.18], [7.24, 12.47, -19.50], [10.67, 14.56, -16.58], [5.64, 15.15, -23.26], [11.04, 19.13, -19.73], [10.18, 12.58, -21.98], [10.05, 13.86, -16.85], [6.05, 21.04, -19.50], [11.36, 20.61, -19.90], [7.59, 13.18, -24.55], [8.03, 14.79, -24.07], [5.53, 21.16, -17.45], [4.98, 11.33, -17.28], [6.25, 15.41, -18.29], [8.29, 15.91, -21.21], [8.29, 18.80, -25.30], [5.17, 13.66, -24.13], [9.41, 19.08, -24.40], [5.47, 18.00, -23.99], [5.59, 16.04, -17.05], [8.09, 19.91, -19.21], [7.76, 16.95, -14.80], [5.84, 15.19, -17.42], [7.00, 16.97, -20.75], [12.94, 12.09, -16.16], [9.66, 21.37, -20.49], [8.92, 17.26, -16.12], [5.31, 11.27, -18.18], [5.15, 18.50, -21.67], [11.72, 13.84, -14.95], [12.39, 12.68, -17.73], [7.59, 16.12, -20.39], [10.23, 21.40, -19.72], [9.82, 17.30, -14.18], [7.70, 16.83, -18.32], [8.75, 15.50, -18.71], [7.33, 11.39, -19.41], [10.07, 15.58, -15.07], [10.31, 13.28, -20.73], [6.69, 10.91, -18.15], [2.76, 19.09, -22.07], [5.80, 15.07, -25.01], [8.32, 16.42, -19.12], [6.78, 18.93, -18.45], [12.08, 14.30, -21.29], [12.65, 14.61, -16.12], [10.66, 17.95, -14.46], [10.63, 15.15, -21.80], [7.29, 14.01, -23.89], [6.68, 15.00, -20.21], [6.95, 10.93, -20.33], [8.76, 16.78, -25.68], [7.07, 17.19, -25.81], [10.03, 11.64, -21.84], [7.50, 14.13, -16.91], [4.15, 19.11, -24.51], [6.78, 9.82, -18.07], [9.32, 13.50, -20.28], [4.53, 18.48, -23.70], [5.38, 20.03, -22.53], [7.20, 11.35, -17.29], [7.69, 12.80, -16.18], [7.81, 16.95, -24.17], [5.88, 14.48, -24.09], [11.13, 15.15, -20.07], [4.67, 20.93, -17.82], [9.55, 17.56, -13.15], [8.36, 13.29, -22.47], [7.14, 21.91, -18.43], [6.49, 21.03, -18.51], [8.63, 17.53, -15.09], [11.94, 18.50, -19.78], [8.35, 18.58, -15.16], [7.40, 13.41, -22.57], [9.63, 20.01, -24.49], [10.59, 18.94, -18.75], [12.12, 12.58, -16.67], [11.24, 11.94, -16.69], [10.79, 12.71, -19.92], [10.21, 15.94, -14.17], [8.02, 19.72, -17.46], [8.17, 13.45, -16.69], [3.48, 19.69, -21.84], [7.42, 19.82, -18.36], [8.61, 19.07, -26.32], [9.09, 17.16, -19.29], [6.79, 14.38, -20.96], [11.95, 20.79, -20.80], [3.83, 17.63, -23.60], [10.36, 18.77, -20.50], [11.07, 14.57, -20.98], [7.44, 19.43, -25.00], [12.07, 20.84, -19.11], [11.82, 13.91, -16.04]], "lowdin_charge": [-0.3226, 0.0726, -0.1044, 0.0595, -0.1216, 0.0727, -0.1014, -0.0816, 0.0449, 0.1051, -0.3431, 0.1176, 0.0894, -0.0744, 0.0786, 0.0057, 0.1010, -0.2924, 0.0812, -0.1013, 0.0474, 0.0496, 0.0529, 0.0767, -0.0560, 0.1012, 0.0781, 0.0855, 0.0618, -0.0672, 0.0982, 0.1106, 0.0681, -0.2804, -0.0673, -0.3149, 0.0488, 0.0723, -0.0922, 0.0354, -0.3094, -0.3176, 0.0770, 0.0692, -0.0849, 0.0637, 0.0799, 0.1183, 0.1072, 0.0719, -0.2828, -0.1062, 0.0837, 0.0827, 0.0779, 0.0951, 0.0250, 0.0810, 0.1116, 0.0889, -0.0899, 0.1089, 0.0800, 0.0447, 0.0565, -0.0767, 0.0711, 0.0775, 0.1073, 0.0468, 0.1102, -0.3068, -0.0890, 0.0781, 0.0694, -0.1082, 0.0723, 0.0661, -0.0852, 0.0784, 0.1091, -0.0971, 0.0685, -0.0499, -0.0768, -0.0826, 0.1114, 0.0584, 0.0492, 0.1117, 0.0790, 0.0646, -0.0723, 0.1002, 0.1126, -0.3235], "orbital_gap_ev": 9.832, "lumo_energy_ev": 0.295, "e_above_lowest_kj_mol": 0.0, "total_energy_ha": -1703.168613, "charge": 0}


5.
{"formula": "C4H9NO", "method": "ωB97M-V/def2-TZVPD", "elements": ["H", "H", "N", "C", "H", "H", "H", "H", "H", "C", "O", "H", "C", "C", "H"], "xyz": [[-0.05, 0.91, -2.60], [-1.30, -0.89, 0.79], [0.47, 1.05, -0.53], [-0.04, 0.33, -1.67], [-1.13, -0.21, 2.34], [-1.14, 0.05, -1.61], [-0.22, 1.77, -0.35], [2.28, -1.06, 0.20], [0.35, -0.66, -1.86], [1.21, -1.04, 0.39], [0.62, -2.09, 0.31], [-1.67, 0.78, 1.08], [-0.92, 0.02, 1.29], [0.48, 0.26, 0.73], [1.08, 0.78, 1.50]], "nbo_charge": [0.2086, 0.2356, -0.6013, -0.4408, 0.2284, 0.1631, 0.3581, 0.1336, 0.2080, 0.4311, -0.5204, 0.2103, -0.6635, -0.1590, 0.2083], "orbital_gap_ev": 10.275, "lumo_energy_ev": 0.995, "e_above_lowest_kj_mol": 200.0, "total_energy_ha": -287.756284, "charge": 0}


6.
{"formula": "C31H30ClP2Yb", "method": "ωB97M-V/def2-TZVPD", "elements": ["C", "C", "C", "H", "C", "C", "C", "C", "H", "H", "H", "H", "C", "C", "C", "C", "C", "H", "C", "H", "C", "Yb", "H", "C", "H", "H", "H", "H", "H", "P", "C", "C", "C", "C", "H", "H", "H", "H", "H", "H", "H", "H", "C", "C", "C", "H", "C", "C", "H", "H", "C", "Cl", "H", "H", "C", "H", "H", "C", "C", "C", "H", "C", "H", "C", "P"], "xyz": [[3.28, 0.09, 3.26], [-1.25, -1.81, 2.55], [-1.48, 0.14, -1.87], [0.30, -4.15, -3.53], [-2.28, -1.26, -3.69], [3.41, -2.13, 4.22], [-0.61, 5.47, -1.85], [3.61, -0.26, -1.93], [0.08, -4.30, 2.63], [-2.00, 0.07, 5.29], [0.62, 1.57, -3.64], [-0.72, 6.55, -2.02], [-3.59, -1.03, -3.29], [-1.22, -0.70, -2.95], [0.38, 5.01, -0.97], [-1.43, 4.57, -2.53], [-2.14, -0.41, 4.33], [-3.06, 1.00, -0.62], [-2.45, -1.61, 1.80], [1.28, -4.28, 1.31], [-3.43, -0.75, 2.30], [-1.25, 0.36, 1.98], [4.85, -0.55, 4.60], [3.94, -0.83, 4.08], [-2.18, 4.92, -3.25], [1.02, 5.71, -0.43], [-4.35, -0.60, 1.73], [-0.19, -0.94, -3.23], [4.65, 0.06, -3.79], [0.26, -2.11, 1.53], [2.64, 0.85, -3.88], [-1.33, 3.19, -2.28], [2.13, -0.28, 2.56], [0.30, -3.93, 1.62], [-0.48, -4.25, -3.57], [-0.45, -4.32, 0.92], [-2.57, -2.07, 0.80], [3.66, 1.10, 3.14], [3.89, -2.84, 4.91], [-2.05, -1.88, -4.56], [1.88, -3.54, 3.60], [1.63, 0.48, 1.95], [-1.14, -1.25, 3.83], [-0.39, 2.73, -1.34], [-3.87, -0.22, -2.18], [2.32, -0.44, -0.21], [-2.82, 0.36, -1.48], [0.52, 3.64, -0.75], [-1.98, 2.49, -2.81], [4.45, -0.76, -1.45], [2.42, -0.08, -1.23], [-0.24, 2.65, 2.26], [-4.90, -0.05, -1.87], [-4.01, 0.58, 3.89], [-3.26, -0.13, 3.55], [1.31, 3.27, -0.08], [2.72, 1.20, -4.91], [1.65, -1.61, 2.63], [2.28, -2.52, 3.49], [1.35, 0.60, -1.84], [-0.25, -1.47, 4.43], [1.46, 1.05, -3.17], [-4.41, -1.47, -3.85], [3.72, 0.20, -3.25], [-0.17, 0.95, -0.89]], "nbo_charge": [-0.1882, -0.3859, -0.3758, 0.0043, -0.1799, -0.1999, -0.1767, -0.1963, 0.2513, 0.2937, 0.2341, 0.2375, -0.1851, -0.1986, -0.1969, -0.2200, -0.1907, 0.1842, -0.3143, 0.2796, -0.2442, 1.5407, 0.2507, -0.1481, 0.2345, 0.2348, 0.2968, 0.2422, 0.2375, 0.9133, -0.1920, -0.1557, -0.2130, -0.9116, -0.0042, 0.2702, 0.3079, 0.2475, 0.2484, 0.2419, 0.2169, 0.2239, -0.2083, -0.3744, -0.2278, 0.2034, -0.1821, -0.1923, 0.2138, 0.2292, -0.2092, -0.4559, 0.2312, 0.2961, -0.2302, 0.2192, 0.2412, -0.4202, -0.1392, -0.3471, 0.2915, -0.1882, 0.2415, -0.1704, 0.8633], "orbital_gap_ev": [5.173, 5.071], "lumo_energy_ev": [-8.315, -8.419], "multiplicity": 2, "e_above_lowest_kj_mol": 0.0, "total_energy_ha": -3500.308284, "charge": 2}


7.
{"formula": "C5H5FLiNaO4", "method": "ωB97M-V/def2-TZVPD", "elements": ["C", "H", "Na", "O", "F", "H", "C", "C", "H", "C", "Li", "C", "O", "H", "O", "O", "H"], "xyz": [[1.91, 0.29, 1.73], [2.60, -1.30, 3.27], [-1.42, -1.62, -1.70], [1.75, -1.99, 1.47], [-3.44, -0.36, -1.76], [-4.01, 1.63, -1.71], [-3.13, 1.00, -1.77], [1.26, -1.43, 0.38], [-1.74, 2.33, -1.10], [-1.83, 1.36, -1.61], [0.92, 0.58, -1.49], [2.37, -1.02, 2.25], [0.47, -1.89, -0.40], [1.08, 0.69, 2.33], [-0.82, 0.54, -1.83], [1.58, -0.12, 0.38], [2.46, 1.31, 1.56]], "nbo_charge": [-0.1739, 0.2275, 0.9698, -0.4302, -0.4021, 0.1895, 0.0515, 1.0023, 0.1641, 0.0854, 0.9573, 0.1231, -0.6480, 0.2261, -1.0376, -0.5574, 0.2527], "orbital_gap_ev": [7.397, 6.862], "lumo_energy_ev": [-3.530, -4.065], "multiplicity": 2, "e_above_lowest_kj_mol": 0.0, "total_energy_ha": -763.964055, "charge": 1}


8.
{"formula": "C8H15FN3", "method": "ωB97M-V/def2-TZVPD", "elements": ["H", "H", "F", "N", "H", "N", "N", "C", "H", "C", "H", "H", "C", "C", "H", "H", "C", "C", "H", "H", "H", "H", "H", "C", "H", "H", "C"], "xyz": [[1.71, -2.50, -1.40], [-3.21, -1.25, -0.99], [-1.62, -2.54, -0.56], [2.61, -0.19, 0.64], [-3.87, 2.31, -0.39], [0.94, -1.84, -1.29], [-0.22, -0.37, 0.00], [-1.11, 2.25, -0.60], [-4.22, 0.59, 0.13], [-2.34, -1.39, -0.27], [-2.68, -1.72, 0.74], [2.17, 1.67, 1.21], [-1.48, -0.20, -0.23], [-2.12, 1.15, -0.29], [4.80, -0.37, 0.70], [3.20, 1.00, 2.37], [3.73, -0.65, 0.27], [0.70, -1.38, -0.06], [-0.36, 2.23, 0.23], [-0.69, 2.26, -1.62], [3.66, -1.32, -0.67], [0.72, -1.97, 0.86], [1.57, 0.23, 2.30], [2.37, 0.79, 1.72], [-1.46, 3.31, -0.48], [0.69, -1.38, -2.12], [-3.47, 1.28, -0.20]], "nbo_charge": [0.4135, 0.2154, -0.3569, -0.4120, 0.2260, -0.7149, -0.4473, -0.6590, 0.2191, -0.0393, 0.2284, 0.2244, 0.3171, -0.0799, 0.1989, 0.2073, -0.0231, 0.4327, 0.2372, 0.2386, 0.1702, 0.2504, 0.2139, -0.4354, 0.2442, 0.4205, -0.2900], "orbital_gap_ev": 9.509, "lumo_energy_ev": -3.767, "e_above_lowest_kj_mol": 226.7, "total_energy_ha": -577.597944, "charge": 1}